[1]
The following is a quantum chemistry calculation of C46H44Cl7F3N3NiO4PSb as an isolated structure, from OMol25.

The geometry in ORCA input format:
```
! RIJCOSX wB97M-V def2-TZVPD def2/J DEFGRID3
* xyz -1 3
Ni 1.552 0.782 -0.467
Cl 4.109 0.818 0.354
C 3.821 2.300 -0.488
C 2.646 2.321 -1.259
C 2.403 3.541 -1.890
Cl 0.983 3.725 -2.859
C 3.244 4.647 -1.784
Cl 2.899 6.110 -2.623
C 4.380 4.571 -0.989
Cl 5.411 5.936 -0.816
C 4.675 3.379 -0.333
Cl 6.064 3.281 0.681
C 1.272 -3.188 0.621
N 0.816 -3.212 -0.754
C -0.136 -4.240 -1.082
P 1.902 -2.439 -1.775
O 2.152 -1.037 -1.425
N 1.221 -2.568 -3.307
C 1.469 -1.424 -4.168
C 1.148 -3.789 -4.079
N 3.395 -3.259 -1.758
C 4.477 -2.743 -0.945
C 3.416 -4.697 -1.895
H 1.809 -2.255 0.791
H 1.918 -4.038 0.863
H 0.413 -3.203 1.290
H -0.901 -4.268 -0.303
H 0.307 -5.244 -1.148
H -0.633 -3.991 -2.017
H 1.675 -0.548 -3.558
H 0.580 -1.244 -4.774
H 2.321 -1.588 -4.836
H 0.768 -4.616 -3.485
H 2.121 -4.065 -4.498
H 0.456 -3.627 -4.910
H 4.353 -1.672 -0.814
H 5.431 -2.929 -1.443
H 4.503 -3.218 0.042
H 2.534 -5.025 -2.435
H 3.440 -5.216 -0.926
H 4.306 -5.002 -2.458
Cl -2.031 -1.812 1.870
C -2.653 -2.185 0.296
C -3.777 -2.972 0.193
C -4.282 -3.308 -1.057
C -3.646 -2.850 -2.209
C -2.528 -2.066 -2.115
C -1.974 -1.689 -0.856
C -0.830 -0.920 -0.799
H -4.267 -3.333 1.084
H -5.152 -3.942 -1.125
H -4.034 -3.124 -3.180
H -2.013 -1.727 -3.002
H -0.312 -0.700 -1.718
H -0.328 -0.739 0.138
C 3.559 -1.644 5.178
C 2.680 -0.850 6.089
C 2.625 -1.089 7.448
C 1.785 -0.338 8.257
Cl 1.721 -0.678 9.957
C 0.992 0.658 7.727
C 1.037 0.906 6.365
C 1.866 0.159 5.536
O 1.952 0.316 4.199
C 1.038 1.183 3.566
C 1.173 1.023 2.038
O 1.134 2.065 1.344
O 1.283 -0.119 1.566
H 4.065 -2.445 5.711
H 4.301 -0.994 4.715
H 2.959 -2.062 4.374
H 3.225 -1.871 7.887
H 0.336 1.229 8.363
H 0.418 1.695 5.968
H 1.230 2.228 3.838
H 0.007 0.912 3.834
F -4.575 7.370 -0.934
C -3.788 6.263 -0.952
C -3.900 5.368 -1.998
C -3.092 4.242 -1.998
C -2.197 4.000 -0.970
C -2.104 4.923 0.061
C -2.893 6.060 0.080
Sb -1.012 2.140 -0.858
C -1.968 1.322 -2.647
C -1.087 1.011 -3.675
C -1.539 0.528 -4.890
C -2.898 0.339 -5.050
F -3.363 -0.129 -6.239
C -3.801 0.622 -4.046
C -3.325 1.126 -2.847
C -2.389 1.605 0.745
C -2.074 2.153 1.982
C -2.888 1.962 3.083
C -4.032 1.203 2.928
F -4.863 1.029 3.988
C -4.360 0.624 1.719
C -3.529 0.827 0.631
H -4.599 5.547 -2.800
H -3.168 3.544 -2.816
H -1.401 4.761 0.866
H -2.813 6.781 0.878
H -0.023 1.152 -3.528
H -0.862 0.315 -5.705
H -4.856 0.463 -4.211
H -4.037 1.385 -2.079
H -1.163 2.723 2.093
H -2.647 2.401 4.040
H -5.250 0.021 1.630
H -3.775 0.340 -0.301
*
```

Results
⟨S²⟩: 2.049
DFT total energy, eV: -213757.68108
Gap between HOMO and LUMO (spin up / spin down), eV: 6.39 / 4.82
Lowest unoccupied orbital energy (spin up / spin down), eV: 2.06 / 1.20
ΔE to the lowest compared entry with this formula, charge and spin, kJ/mol: 129.1
Max |F|, eV/A: 1.5


[2]
The following is a quantum chemistry calculation of C46H44F6FeN9O6S2 as an isolated structure, from OMol25.

The geometry in ORCA input format:
```
! RIJCOSX wB97M-V def2-TZVPD def2/J DEFGRID3
* xyz 2 2
Fe 0.622 1.050 -0.904
C 5.742 2.597 3.345
C 5.162 1.188 3.515
C 6.270 0.166 3.252
C 4.639 1.014 4.949
C 3.990 0.990 2.568
C 3.784 -0.176 1.849
C 2.737 -0.258 0.950
N 1.843 0.714 0.756
C 1.960 1.804 1.553
C 3.018 1.982 2.416
C 0.820 2.748 1.486
C 0.591 3.703 2.461
C -0.541 4.516 2.410
C -1.412 4.285 1.349
C -1.117 3.313 0.415
N -0.025 2.547 0.462
C -0.773 5.577 3.474
C 0.401 6.568 3.432
C -0.827 4.900 4.851
C -2.076 6.339 3.243
H 6.632 2.700 3.966
H 5.046 3.378 3.654
H 6.032 2.787 2.310
H 7.129 0.396 3.881
H 6.602 0.187 2.212
H 5.958 -0.851 3.493
H 5.462 1.115 5.658
H 4.192 0.028 5.089
H 3.890 1.769 5.194
H 4.469 -1.007 1.914
H 2.626 -1.140 0.344
H 3.092 2.901 2.976
H 1.293 3.810 3.274
H -2.319 4.857 1.229
H -1.798 3.148 -0.410
H 1.349 6.084 3.669
H 0.240 7.357 4.167
H 0.493 7.034 2.450
H 0.108 4.395 5.096
H -1.636 4.170 4.903
H -1.004 5.653 5.620
H -2.078 6.864 2.286
H -2.200 7.088 4.024
H -2.947 5.681 3.279
C -6.309 -11.195 -0.247
O -5.745 -10.483 -1.369
C -5.176 -9.318 -1.201
C -5.062 -8.662 0.050
C -4.446 -7.446 0.106
C -3.923 -6.829 -1.057
C -4.049 -7.505 -2.303
C -4.658 -8.716 -2.375
C -3.281 -5.574 -1.033
N -2.781 -4.957 -2.121
C -2.258 -3.816 -1.690
C -2.421 -3.678 -0.294
N -3.068 -4.797 0.095
C -1.963 -2.541 0.443
C -2.115 -2.366 1.822
C -1.629 -1.215 2.393
C -1.002 -0.277 1.576
N -0.842 -0.420 0.265
C -1.312 -1.538 -0.303
C -1.112 -1.677 -1.756
N -0.452 -0.682 -2.354
C -0.292 -0.744 -3.671
C -0.751 -1.805 -4.450
C -1.400 -2.852 -3.835
C -1.592 -2.790 -2.454
H -6.706 -12.110 -0.670
H -7.111 -10.605 0.195
H -5.526 -11.420 0.475
H -5.455 -9.117 0.946
H -4.367 -6.958 1.070
H -3.647 -7.032 -3.188
H -4.765 -9.250 -3.308
H -3.342 -5.034 1.034
H -2.602 -3.116 2.433
H -1.724 -1.025 3.453
H -0.622 0.640 2.007
H 0.245 0.075 -4.129
H -0.561 -1.802 -5.514
H -1.754 -3.708 -4.393
F 2.586 -1.577 -1.656
C 3.145 -1.411 -2.871
F 4.415 -1.751 -2.811
F 2.509 -2.237 -3.701
S 2.921 0.354 -3.471
O 1.873 0.919 -2.593
O 2.489 0.190 -4.824
N 4.273 1.089 -3.451
S 5.010 1.498 -2.096
O 4.554 0.703 -0.988
O 6.395 1.676 -2.341
C 4.325 3.215 -1.777
F 3.384 3.169 -0.813
F 5.287 4.030 -1.390
F 3.746 3.713 -2.870
N -3.975 1.648 -4.366
C -3.538 2.919 -4.151
O -4.235 3.899 -4.274
C -2.109 3.049 -3.703
C -1.323 4.083 -4.203
C -0.032 4.220 -3.729
C 0.422 3.342 -2.760
N -0.330 2.358 -2.260
C -1.571 2.217 -2.739
H -4.905 1.541 -4.739
H -3.320 0.896 -4.489
H -1.733 4.762 -4.938
H 0.624 4.998 -4.092
H 1.424 3.430 -2.358
H -2.170 1.428 -2.303
*
```

Results
⟨S²⟩: 0.875
DFT total energy, eV: -146462.37984
Gap between HOMO and LUMO (spin up / spin down), eV: 2.76 / 4.13
Lowest unoccupied orbital energy (spin up / spin down), eV: -8.66 / -7.30
Max |F|, eV/A: 2.7


[3]
The following is a quantum chemistry calculation of C46H44N2O3PS3SbSr as an isolated structure, from OMol25.

The geometry in ORCA input format:
```
! RIJCOSX wB97M-V def2-TZVPD def2/J DEFGRID3
* xyz 0 1
Sr 0.307 1.356 0.212
O -0.804 1.044 2.076
C -0.157 -0.040 2.137
O 1.081 -0.090 1.951
C -0.943 -1.331 2.124
P -1.461 -1.262 0.340
C -2.064 -2.966 0.009
C -3.175 -3.488 0.668
C -3.633 -4.758 0.361
C -2.992 -5.515 -0.612
C -1.883 -5.004 -1.266
C -1.418 -3.734 -0.954
C -3.119 -0.474 0.427
C -3.655 0.210 1.510
C -4.952 0.708 1.449
C -5.719 0.527 0.312
C -5.188 -0.149 -0.779
C -3.896 -0.636 -0.724
H -1.793 -1.344 2.803
H -0.288 -2.185 2.279
H -3.695 -2.893 1.409
H -4.498 -5.161 0.874
H -3.366 -6.499 -0.864
H -1.383 -5.595 -2.023
H -0.548 -3.330 -1.461
H -3.070 0.370 2.405
H -5.364 1.237 2.300
H -6.726 0.922 0.268
H -5.777 -0.280 -1.678
H -3.479 -1.169 -1.571
C 0.087 -0.466 -4.164
C 1.093 0.505 -3.618
C 1.480 1.656 -4.498
O 1.564 0.378 -2.501
H 0.215 -0.625 -5.234
H -0.902 -0.028 -4.004
H 0.124 -1.411 -3.624
H 1.696 1.334 -5.516
H 2.332 2.187 -4.078
H 0.621 2.334 -4.533
C 3.139 2.362 3.021
C 4.549 2.074 2.573
C 5.617 2.506 3.357
C 6.930 2.295 2.968
C 7.200 1.651 1.771
C 6.147 1.211 0.984
C 4.826 1.402 1.379
Sb 3.254 0.726 0.050
C 3.349 -1.422 0.146
C 2.855 -2.091 -0.973
C 2.770 -3.474 -1.008
C 3.187 -4.207 0.090
C 3.654 -3.548 1.216
C 3.725 -2.157 1.278
C 4.165 -1.512 2.564
C 4.379 1.380 -1.681
C 4.158 2.735 -1.918
C 4.777 3.406 -2.960
C 5.639 2.705 -3.789
C 5.876 1.360 -3.555
C 5.259 0.676 -2.507
C 5.565 -0.786 -2.316
H 3.124 2.667 4.067
H 2.498 1.487 2.911
H 2.708 3.177 2.431
H 5.411 3.014 4.292
H 7.741 2.636 3.599
H 8.221 1.492 1.448
H 6.364 0.709 0.049
H 2.531 -1.520 -1.832
H 2.387 -3.973 -1.890
H 3.140 -5.289 0.076
H 3.967 -4.125 2.078
H 4.294 -2.265 3.340
H 3.416 -0.795 2.906
H 5.108 -0.983 2.440
H 3.486 3.287 -1.265
H 4.587 4.460 -3.116
H 6.130 3.210 -4.611
H 6.568 0.824 -4.194
H 6.507 -1.043 -2.802
H 4.783 -1.407 -2.757
H 5.631 -1.055 -1.263
S -4.980 5.898 0.053
C -3.783 4.848 -0.352
S -3.907 3.636 -1.627
C -2.326 3.004 -1.207
N -1.771 3.659 -0.240
N -2.568 4.683 0.229
C -1.983 5.500 1.240
C -2.027 6.884 1.171
C -1.390 7.629 2.153
C -0.708 7.002 3.185
C -0.667 5.616 3.245
C -1.306 4.861 2.276
S -1.559 1.724 -2.016
H -2.551 7.371 0.364
H -1.423 8.709 2.103
H -0.210 7.595 3.941
H -0.144 5.120 4.052
H -1.309 3.779 2.310
*
```

Results
DFT total energy, eV: -106709.16392
Gap between HOMO and LUMO, eV: 7.46
Lowest unoccupied orbital energy, eV: 0.21
Max |F|, eV/A: 4.1


[4]
The following is a quantum chemistry calculation of C46H44N5PS6SbW as an isolated structure, from OMol25.

The geometry in ORCA input format:
```
! RIJCOSX wB97M-V def2-TZVPD def2/J DEFGRID3
* xyz -1 1
W -0.823 0.952 -0.356
C -0.087 -3.812 1.373
C 0.798 -3.755 0.162
C 1.577 -4.893 -0.173
C 2.427 -4.821 -1.228
C 2.516 -3.624 -1.978
C 3.416 -3.509 -3.057
C 3.488 -2.329 -3.738
C 2.668 -1.253 -3.370
C 1.744 -1.321 -2.340
S 0.759 0.136 -2.221
C 1.672 -2.546 -1.595
N 0.837 -2.646 -0.527
H 0.253 -4.580 2.069
H -1.112 -4.039 1.074
H -0.092 -2.850 1.880
H 1.499 -5.790 0.430
H 3.053 -5.662 -1.507
H 4.035 -4.358 -3.321
H 4.170 -2.211 -4.572
H 2.739 -0.323 -3.922
C 0.281 3.312 6.448
C -0.815 3.502 5.390
C -2.036 4.182 6.027
C -0.279 4.427 4.297
C -1.236 2.141 4.838
C -1.822 1.208 5.705
C -2.309 0.009 5.236
C -2.190 -0.267 3.880
S -2.824 -1.632 3.040
C -2.204 -0.985 1.565
N -1.522 0.145 1.661
C -1.565 0.611 2.996
C -1.100 1.826 3.498
C -2.379 -1.623 0.305
C -3.140 -2.800 0.172
C -3.190 -3.444 -1.035
C -2.464 -2.898 -2.107
C -1.757 -1.728 -1.970
C -1.696 -0.998 -0.752
H 0.575 4.278 6.865
H 1.165 2.846 6.006
H -0.058 2.678 7.270
H -1.762 5.173 6.396
H -2.427 3.607 6.868
H -2.835 4.293 5.292
H -0.009 5.389 4.738
H -1.023 4.606 3.520
H 0.614 4.017 3.822
H -1.930 1.440 6.758
H -2.798 -0.693 5.899
H -0.682 2.538 2.811
H -3.678 -3.197 1.027
H -3.769 -4.350 -1.161
H -2.471 -3.403 -3.068
H -1.220 -1.353 -2.832
S -4.315 2.151 2.121
Sb -3.374 2.164 0.075
S -0.926 3.312 0.649
S 0.417 3.078 -0.861
S -4.507 3.260 -1.532
C -3.497 0.875 -4.058
C -2.963 0.815 -2.784
N -1.793 1.374 -2.442
C -1.171 2.078 -3.402
C -1.632 2.187 -4.699
C -2.820 1.560 -5.041
C -0.841 2.981 -5.671
C 0.119 2.529 -6.474
C 0.611 1.142 -6.576
C 1.897 0.902 -7.055
C 2.307 -0.413 -7.146
N 1.533 -1.431 -6.780
C 0.334 -1.095 -6.315
N -0.174 0.126 -6.210
H -4.444 0.392 -4.249
H -3.493 0.286 -2.010
H -0.253 2.564 -3.117
H -3.195 1.608 -6.055
H -1.045 4.048 -5.691
H 0.650 3.247 -7.089
H 2.546 1.717 -7.349
H 3.292 -0.664 -7.526
H -0.306 -1.909 -5.990
C 1.883 2.030 2.113
P 1.484 0.721 0.889
C 2.991 0.884 -0.133
C 1.934 -0.736 1.921
C 1.330 -0.913 3.166
C 1.682 -1.971 3.992
C 2.654 -2.875 3.590
C 3.271 -2.706 2.359
C 2.916 -1.647 1.535
H 2.960 2.039 2.285
H 1.383 1.840 3.057
H 1.562 2.994 1.718
H 3.854 0.944 0.533
H 2.902 1.800 -0.711
H 3.122 0.057 -0.823
H 0.576 -0.218 3.513
H 1.188 -2.083 4.950
H 2.929 -3.704 4.231
H 4.029 -3.405 2.028
H 3.406 -1.553 0.576
*
```

Results
DFT total energy, eV: -138536.17222
Gap between HOMO and LUMO, eV: 6.06
Lowest unoccupied orbital energy, eV: 2.00
ΔE to the lowest compared entry with this formula, charge and spin, kJ/mol: 0.0
Max |F|, eV/A: 0.4